No. 1
Here is 5 unconnected molecules or ions with the total composition C41H48N4O21PS in a non-equilibrium geometry from OMol25. Energies are from ωB97M-V with the def2-TZVPD basis set.

XYZ file:
```
116
Properties=species:S:1:pos:R:3:forces:R:3:lowdin_charge:R:1
C -2.4457 4.2616 0.6636 -1.01 0.40 -1.25 -0.29
C -10.6356 1.5449 2.9920 -0.05 1.80 0.43 -0.20
P -0.6959 3.4065 0.6964 -1.05 0.32 2.82 0.94
O -10.2748 2.8695 3.1573 0.29 -1.90 -0.49 0.08
H -5.8235 0.8684 6.2621 -0.01 0.06 0.00 0.14
H 10.2795 -1.5213 -3.5154 0.12 -0.03 -0.33 0.08
C 15.2840 -2.3535 -5.3819 0.06 -0.34 -0.04 0.08
C 14.9564 -3.7874 -5.3571 1.18 -0.15 -0.40 -0.30
C 8.4129 -1.3034 -3.2582 1.35 -1.43 -1.15 -0.20
H 2.0158 -1.6439 1.0839 -1.77 1.45 0.39 0.11
H -2.5109 -0.6593 -4.8564 0.82 -1.00 2.36 0.14
H -2.9120 1.2015 1.0346 1.65 -1.86 0.07 0.13
H 14.0910 -5.9845 -5.2462 -0.31 0.16 0.12 0.12
N -0.6876 2.4299 -0.8189 -0.28 -2.44 0.06 -0.27
H 1.0057 0.6648 4.2268 1.78 -1.86 -1.87 0.07
C 13.5806 -4.1821 -4.9480 -0.94 -1.83 0.16 -0.20
C -7.1591 4.0945 6.5680 -0.70 1.63 1.13 -0.20
C -9.9980 -0.7910 2.2358 0.35 0.42 -0.05 0.08
H 13.8602 0.3631 -4.7497 0.37 -0.16 -0.12 0.12
H -2.9775 -0.6344 0.6090 1.42 1.50 0.57 0.12
N -0.5458 3.0710 -2.0353 2.06 -0.20 -2.48 0.05
C 0.5304 4.8679 0.6174 0.07 1.62 -2.20 -0.32
H -7.3192 4.5316 8.4068 -0.09 0.20 -0.30 0.12
H -1.0035 0.0390 3.0407 -2.47 -0.30 -0.88 0.12
C 14.3777 -1.4406 -5.0270 0.87 1.67 -0.21 -0.20
C -3.5928 -0.8809 -2.8596 0.41 -0.02 0.25 -0.12
H -6.2338 1.6826 2.8124 -0.19 -0.22 0.31 0.10
H -9.3567 2.9345 2.8151 -0.31 0.10 0.06 0.09
H -0.1670 4.0395 -1.9523 -0.58 -1.04 0.51 0.10
O 14.6775 -0.0909 -5.0503 -1.17 -1.60 0.30 0.08
H 2.3852 -0.0806 -2.8495 -0.92 -0.67 1.04 -0.09
H -3.9033 0.2634 -2.7476 0.61 -2.41 -0.33 0.14
H 6.9072 -2.5152 -4.1248 0.01 0.04 0.05 0.14
C 8.7299 -0.1476 -2.3752 0.98 0.75 0.52 -0.29
O 2.8341 -5.7185 0.2301 -3.22 9.05 1.76 -0.01
C -7.3093 4.4010 5.2780 0.06 -0.15 -0.53 0.08
O -3.0139 0.6011 3.5780 -0.67 -1.86 -2.28 -0.13
H -2.3750 5.4294 0.6146 0.00 -2.21 0.17 0.06
H -12.5830 1.7668 3.7958 0.04 -0.04 -0.04 0.14
C -12.2175 -0.3025 3.1824 -1.14 0.34 0.51 -0.30
C 7.1520 -1.6756 -3.4869 -0.67 0.12 0.13 0.08
O 9.4721 -1.9802 -3.8346 -1.38 1.46 1.35 0.07
S 2.0939 -0.3612 -1.5047 -0.75 0.42 -0.46 0.78
H -3.0304 3.9304 -0.3222 1.24 0.67 2.12 0.06
H 7.8520 1.4432 -1.1544 0.00 -0.06 -0.03 0.14
H 4.4791 0.4552 -1.7719 0.51 0.17 0.20 0.02
C -1.0987 0.1595 -3.2542 -1.19 -0.51 -2.58 -0.18
H 1.6931 1.4246 1.2267 1.05 -2.47 0.85 0.07
O 5.2862 0.9178 -1.4575 0.65 -1.22 -0.97 0.05
C 6.0299 -0.9490 -2.8724 -0.08 -0.78 -0.60 -0.30
O 9.8994 0.1593 -2.1692 -1.07 -0.45 -0.29 0.13
O -13.3235 -0.7296 3.4962 1.04 0.06 -0.36 0.12
C -6.2200 1.8230 5.9407 -0.02 0.04 0.19 0.09
H -1.7489 -2.0727 -3.7948 -0.98 2.08 0.26 0.13
O 12.2048 -0.9765 -4.2529 0.50 -0.21 -0.14 0.09
O -7.0300 3.7069 3.0345 0.17 -0.43 0.51 0.09
O 13.2719 -5.5300 -4.9514 1.15 1.76 -0.23 0.09
H -1.3831 -2.6528 -0.6540 0.99 0.39 2.26 0.13
C -2.2020 -0.9947 -3.7527 -0.81 1.29 -0.83 -0.15
H -3.3263 -1.2737 -1.7835 -0.91 0.63 -1.99 0.09
O -6.0313 1.2278 3.6590 -0.40 1.54 0.54 0.05
C 1.8623 0.5935 3.3987 -0.41 -0.36 -1.54 -0.04
H 0.5460 5.4936 1.6298 -0.12 -1.89 -2.02 0.09
O 1.3174 -3.7893 -0.2574 1.67 -1.27 2.97 -0.15
C -9.6309 0.6253 2.3899 0.61 -0.55 -0.37 -0.30
C 12.6753 -3.2696 -4.5897 -0.11 0.52 0.10 0.08
H 11.6722 -3.5426 -4.2880 0.04 -0.02 -0.03 0.13
H -7.7203 5.3498 4.9566 0.02 -0.06 0.02 0.14
C -0.1287 -0.9768 0.2756 1.24 -2.19 -0.14 -0.35
O -6.4455 2.5395 8.1832 -0.22 0.45 -0.97 0.12
C -6.9177 3.4480 4.2281 -0.35 0.85 -0.27 -0.31
H -0.4739 -4.6931 0.4735 1.29 2.16 0.47 0.16
C -6.5890 2.7853 6.9907 0.32 -0.76 0.88 -0.30
H 16.2825 -2.0796 -5.6985 -0.06 -0.02 0.03 0.14
H -0.1718 0.0386 -3.9663 -1.46 0.24 1.63 0.13
C 0.2822 -0.9475 -1.3467 -0.42 -0.11 0.03 -0.45
H 0.2281 -1.9509 -1.9460 -0.17 1.88 1.53 0.14
O 15.7724 -4.6503 -5.6634 -0.90 0.48 0.30 0.11
H -9.2521 -1.4520 1.8134 -0.06 0.03 0.02 0.13
O -4.8977 -1.8879 -4.8598 -0.27 1.18 9.14 -0.01
C 1.0761 -1.0159 1.3858 -1.29 1.84 1.26 -0.15
H 0.2308 2.5342 -2.5275 -1.26 0.98 0.34 0.13
H -2.3254 -1.3225 2.9106 0.42 2.02 -0.66 0.12
C 13.0100 -1.8369 -4.5912 -0.76 -0.32 0.21 -0.29
H -12.4745 -2.6217 2.8032 0.33 0.01 -0.14 0.12
O -5.9643 -2.0850 -2.6061 3.44 1.93 -1.62 0.01
H -5.7664 -1.6446 -1.7244 -0.22 -0.78 -1.52 0.11
O -7.5274 4.9841 7.5605 0.79 -1.82 -0.93 0.09
H 0.5173 -3.7412 1.7817 -0.65 0.25 -2.24 0.13
C -0.8455 -2.4423 0.3904 -1.03 -0.53 -1.00 -0.10
O 4.8621 -1.2763 -3.0513 0.35 0.51 0.25 0.06
O -8.5372 1.0590 2.0452 -0.58 0.01 0.25 0.09
C 7.6076 0.5940 -1.7800 0.14 -0.01 -0.01 0.08
O -11.5541 -2.5578 2.4666 -0.17 2.08 0.49 0.09
C 1.5502 0.4902 1.9164 0.47 -0.95 2.61 -0.15
C 2.4001 -4.4722 0.5250 1.67 -6.41 -1.83 -0.12
C -2.2992 0.1940 1.0956 -0.93 -0.36 1.31 -0.13
C -6.3735 2.1284 4.6509 0.59 -1.42 -0.61 -0.20
H -1.6034 1.1948 -3.5572 1.19 -2.12 1.28 0.14
C -0.8084 1.0718 -0.8191 -0.56 -2.48 2.28 -0.13
C 0.1672 -3.7041 0.6531 -1.49 -0.80 0.84 -0.20
C -11.8422 1.1089 3.3589 -0.20 -0.26 0.03 0.08
N -0.9114 0.2943 0.5110 -0.12 1.22 -2.74 -0.06
N -0.8158 -0.0278 -1.8097 1.48 3.49 0.36 -0.07
H -3.9480 0.2723 3.3426 1.83 0.93 0.82 0.09
H 2.8534 -3.9047 1.4719 -1.22 -0.93 -2.16 0.17
H 1.5994 4.5352 0.2686 -2.01 0.54 1.04 0.06
C -11.2034 -1.2275 2.6060 -0.04 -2.07 -0.41 -0.20
H 0.1500 5.6421 -0.2081 0.91 -1.42 1.72 0.06
C -2.1168 -0.1884 2.6933 0.36 0.08 0.75 -0.19
C -4.8730 -1.6720 -3.5323 -0.25 -0.88 -4.96 -0.26
H 0.6181 -1.5424 2.3545 1.01 1.11 -1.94 0.13
C 6.3465 0.2240 -2.0113 -0.70 1.12 0.85 -0.21
H 2.9649 0.5438 3.8317 -2.27 1.90 -1.15 0.08
H -1.6983 -2.5208 1.1995 1.90 0.25 -1.43 0.12
H -3.1027 3.9524 1.5842 1.56 0.48 -1.71 0.05
```
Positions in Å, forces in eV/Å.

Results
E_HOMO: -10.10 eV
orbital gap: 0.23609 Ha
net charge: +1
electronic energy: -112353.075 eV

=====

No. 2
Here is a molecular structure, C41H49BLaN8O2S3 in a non-equilibrium geometry from OMol25. Energies are from ωB97M-V with the def2-TZVPD basis set.

XYZ file:
```
105
Properties=species:S:1:pos:R:3:forces:R:3:lowdin_charge:R:1
H -1.6721 3.7036 5.3449 -0.11 0.08 0.04 0.09
C -1.7895 0.9971 1.1050 0.35 0.24 0.30 -0.44
H -8.0147 -0.4202 -3.2984 -0.12 -0.07 -0.03 0.11
B 0.0793 0.4889 0.0449 -0.16 0.01 -0.16 -0.85
N 2.3737 0.5845 0.1642 0.17 -0.31 0.27 0.16
La -0.7102 1.2427 -3.3626 2.89 3.01 4.35 1.69
H 2.6362 -3.2897 -2.2506 0.08 0.01 -0.08 0.09
O 0.4037 0.7556 -4.9890 1.94 -0.61 -3.48 -0.39
H -0.9494 -5.4165 1.7295 0.03 -0.13 -0.06 0.08
H 2.1609 5.1568 -0.7107 -0.04 0.05 -0.04 0.09
H -1.7412 -5.0457 3.2583 -0.05 -0.10 0.08 0.09
C 4.6385 0.2692 0.8296 0.10 -0.17 0.10 -0.54
C -5.0074 1.0575 -2.8722 -0.21 0.06 0.11 -0.15
C 0.6932 3.8312 3.9950 -0.06 -0.12 0.09 -0.03
H -1.4692 2.0977 6.0751 -0.09 -0.06 0.10 0.09
C 1.0570 -3.0510 -0.8661 -0.11 -0.07 0.38 -0.23
H 1.0548 -3.6341 -2.9015 0.01 -0.05 -0.09 0.08
C 3.5573 1.1095 0.1946 -0.12 0.15 -0.06 -0.20
H 5.8885 0.3829 2.5823 0.11 -0.02 0.08 0.09
C 5.1362 0.9915 2.0876 -0.08 -0.10 -0.17 -0.03
N -2.0185 -0.3335 -4.3082 -0.61 -1.76 -1.71 -0.20
N -0.4758 1.0540 1.3512 -1.34 0.08 -0.01 0.01
H 3.8397 4.9184 -1.2241 0.10 -0.06 0.03 0.09
H 0.5915 0.6705 5.4024 -0.03 -0.14 0.08 0.09
H -0.3733 3.4098 6.4939 0.03 0.03 0.06 0.09
C -5.9559 0.1205 -3.2761 0.08 0.05 0.03 -0.02
H 1.5959 -3.3169 3.5309 0.12 0.06 0.06 0.09
H 2.6915 0.0583 -5.8332 0.10 0.05 -0.04 0.12
H 4.3130 1.1572 2.7798 -0.06 0.02 0.12 0.08
C -0.3483 -1.4483 -5.6240 0.76 0.59 0.04 -0.16
C -2.7022 1.2966 2.1344 0.24 0.02 0.09 -0.19
C -0.7216 1.9394 3.3880 -0.18 -0.16 -0.16 -0.19
C -7.2873 0.3037 -2.9676 -0.03 -0.03 0.01 -0.07
H 2.4891 4.5947 -2.3346 0.02 0.09 -0.01 0.08
S 1.0906 -0.8250 -2.4340 0.32 -0.47 -0.26 0.78
H -4.7260 1.3395 2.8357 0.00 0.05 0.01 0.09
C -7.6857 1.4186 -2.2469 -0.03 -0.01 0.01 -0.08
H 1.6353 2.0194 5.8551 0.06 0.08 0.13 0.09
C 2.2409 -1.8983 -6.5871 -0.10 -0.06 0.09 -0.07
H 1.2800 4.3057 4.7755 0.07 0.09 0.13 0.09
H -1.8967 -2.0373 3.0128 -0.11 0.10 0.00 0.08
O -2.7367 1.8083 -3.0493 -2.91 1.44 -0.08 -0.37
S 0.1110 3.2571 -1.5788 0.21 1.08 0.90 0.64
C -6.7436 2.3396 -1.8186 -0.14 0.05 0.10 -0.08
C 5.7808 0.0877 -0.1746 -0.18 0.02 0.11 -0.03
C 1.9439 -0.7092 -5.9694 -0.39 0.30 0.19 -0.02
C 2.7312 3.1241 -0.8270 0.39 -0.43 0.13 -0.23
C 1.0603 1.5839 5.0436 -0.10 0.13 -0.03 -0.03
H 1.3226 -4.8859 2.7687 0.10 -0.12 -0.03 0.08
C 0.8123 -1.6449 -0.9858 -0.23 0.13 0.66 -0.58
C -3.6023 0.8889 -3.2854 -0.42 -1.36 -0.80 -0.51
C -0.9453 2.9669 5.6824 0.12 -0.11 -0.22 -0.05
H -4.6680 2.8844 -1.8095 0.09 0.09 -0.02 0.11
H 5.5784 1.9532 1.8416 0.10 0.14 0.02 0.08
C -0.0137 -2.6405 -6.2909 0.03 0.17 0.10 -0.04
C -2.1229 1.7970 3.2846 0.09 -0.23 -0.49 0.11
H -8.7317 1.5692 -2.0299 -0.11 0.04 0.07 0.10
H 1.7357 1.3322 4.2307 0.09 -0.07 -0.01 0.07
H -4.3017 -0.0285 1.7978 -0.10 -0.05 -0.04 0.10
H -1.3407 -2.9029 4.4513 -0.04 -0.07 0.10 0.09
H 0.8141 -4.7316 0.4156 0.06 -0.11 0.00 0.13
H 6.2272 1.0410 -0.4445 0.12 0.09 -0.07 0.08
C 1.6791 -3.7537 -2.0168 0.00 -0.11 -0.09 -0.06
H 6.5525 -0.5419 0.2600 0.13 -0.04 0.03 0.09
C -5.4073 2.1640 -2.1264 0.25 -0.14 -0.13 -0.03
N -3.3125 -0.2288 -3.9187 -1.65 -0.32 0.41 0.06
N 1.3412 1.2351 -0.3669 0.59 1.23 -0.17 -0.03
C -1.6719 -1.2976 -5.1035 -0.76 0.20 0.32 -0.04
H 1.8324 -4.8090 -1.8143 -0.03 -0.08 0.07 0.09
C -4.1549 1.0397 1.9614 -0.07 -0.01 -0.10 -0.01
C 0.1072 -2.8977 1.3383 0.08 0.05 -0.25 -0.20
C 1.4576 2.4701 -0.9124 -0.36 -0.16 0.41 -0.63
H 1.3549 3.5632 3.1754 0.09 0.01 -0.07 0.08
N 0.3439 -0.9949 0.1064 0.44 -1.28 -0.80 -0.02
H -7.0597 3.2024 -1.2520 -0.01 0.10 0.05 0.10
C 2.8289 4.5292 -1.3015 0.08 0.08 -0.09 -0.07
H 1.4837 -3.7841 -7.2885 0.01 -0.11 -0.02 0.10
C 3.7778 2.4248 -0.2919 -0.57 0.06 -0.20 0.09
S -1.8597 0.5573 -0.5633 -0.20 -0.31 0.48 1.01
C -1.3826 -4.6180 2.3259 0.12 0.17 0.02 -0.03
C -1.0251 -2.4519 3.5140 0.14 -0.19 -0.10 -0.05
C -0.3631 -3.5147 2.6328 -0.08 -0.01 0.22 -0.55
N -0.0212 -1.6099 1.2226 -0.18 0.26 0.54 0.19
H -0.3312 -1.6423 3.7244 0.02 0.11 0.08 0.07
H -2.4294 -2.0334 -5.3785 -0.02 0.05 -0.02 0.14
C 0.6852 -3.6674 0.2950 0.00 0.47 -0.26 0.08
H -4.5337 1.5572 1.0804 -0.09 0.02 -0.05 0.09
C 0.8585 -4.0971 3.3549 -0.16 0.09 -0.09 -0.03
H 3.2485 -1.0021 1.9095 -0.06 -0.05 0.09 0.08
C 0.6449 -0.4182 -5.4966 0.61 -1.73 -1.40 -0.41
H 3.7204 -1.6273 0.3320 -0.06 -0.12 -0.08 0.08
H 5.4103 -0.3937 -1.0771 0.03 -0.05 -0.13 0.09
H -2.7450 2.0761 4.1204 -0.10 0.03 0.04 0.12
H 4.8628 -1.6951 1.6795 0.10 -0.06 0.05 0.09
C -0.0001 2.5764 4.5491 0.27 0.10 0.15 -0.55
N 0.0741 1.5113 2.4302 0.74 0.13 0.26 0.21
H -5.6196 -0.7307 -3.8435 -0.04 -0.10 -0.08 0.11
H 3.2484 -2.0840 -6.9293 0.06 0.00 -0.08 0.11
H -0.0405 4.5466 3.6299 -0.06 0.13 -0.05 0.09
H 4.7559 2.8721 -0.2257 0.14 0.09 0.03 0.13
H -2.2333 -4.2072 1.7858 -0.11 0.00 -0.05 0.09
C 4.0787 -1.1033 1.2147 0.11 0.22 -0.03 -0.05
C 1.2527 -2.8665 -6.7718 -0.01 -0.11 -0.03 -0.09
H -0.7818 -3.3909 -6.4135 -0.08 -0.08 -0.01 0.11
H 0.5602 -4.5124 4.3138 -0.02 -0.08 0.10 0.09
```
Positions in Å, forces in eV/Å.

Results
E_HOMO: -9.81 eV
orbital gap: 0.24701 Ha
net charge: +1
electronic energy: -93368.779 eV